Record 1
Computed, not measured: a 2-piece molecular cluster, C3H10N3 overall in a non-equilibrium geometry, with wB97M-V/def2-TZVPD.

```
16
C3H10N3, DFT wB97M-V/def2-TZVPD
C -0.6640 1.7256 0.5079
H 1.0775 -0.9496 -1.5655
H -1.3295 -2.9699 0.3746
C 0.5379 -2.1989 0.0935
H -1.4305 1.0724 0.9667
N -1.0707 2.8140 -0.1706
H 1.3061 2.1499 0.3877
H 0.7342 0.3921 0.5519
N 0.6067 1.3922 0.6039
H -2.0350 3.0388 -0.2680
C 1.3028 -1.2699 -0.5192
H -1.0689 -2.3837 -1.1873
H -0.4703 3.5685 -0.3543
H 0.8508 -2.5434 1.0802
N -0.6296 -2.8111 -0.3612
H 2.2825 -1.0269 -0.1405
```

As for the charge: +1. The HOMO-LUMO gap comes out at 8.14 eV. Its multiplicity is 1. For the energy relative to the best compared isomer or geometry (same formula, charge and spin), the calculation gives 43.8 kcal/mol. The value obtained for the energy is -7736.36436 eV.



Record 2
Computed, not measured: C7H9N in the gas phase in a non-equilibrium geometry, with wB97M-V/def2-TZVPD.

```
17
C7H9N, DFT wB97M-V/def2-TZVPD
N -0.3749 1.3706 -0.8758
C -1.2449 -1.1047 -0.6660
C 2.2282 -0.3765 -0.1549
H 0.1649 2.2665 0.8624
H 0.1050 -0.0805 -2.1823
H -1.9151 -1.6604 1.2236
H 3.0017 -0.2041 0.6001
C -0.3945 1.3715 0.5151
H 2.8615 -1.1630 -0.8335
C -1.0725 -1.0255 0.6945
C -0.0849 -0.1224 -1.1701
C 0.9030 -0.4172 -0.2027
H -1.3161 1.1650 1.1209
H -1.4747 1.6271 -1.0466
C 0.1442 -0.0149 1.0239
H 0.5094 0.0929 2.0638
H -2.0403 -1.7243 -0.9724
```

The HOMO-LUMO gap comes out at 9.86 eV. Its multiplicity is 1. The SMILES is C=C1[C@@H]2C=C[C@H]1NC2. For the energy relative to the best compared isomer or geometry (same formula, charge and spin), the calculation gives 136.7 kcal/mol. The value obtained for the energy is -8889.22889 eV.



Record 3
Computed, not measured: C6H14NO5PS in the gas phase in a non-equilibrium geometry, with wB97M-V/def2-TZVPD.

```
28
C6H14NO5PS, DFT wB97M-V/def2-TZVPD
C -0.9306 1.8694 -1.7734
H 2.6396 0.4355 -0.3969
H 1.9788 2.1035 1.1094
C 0.3054 -1.1897 -0.4640
P -0.2863 0.3324 0.2927
H 3.7784 0.2729 1.0352
O -1.7974 0.1836 0.5527
N 0.0346 -1.3937 -1.8208
H -2.0513 -3.5081 0.6072
H 2.1925 1.0968 2.6296
H 2.5542 -0.9481 0.6789
O 1.1411 -2.6315 1.8279
O 0.4586 -3.7097 -0.2317
H -2.8079 2.9324 -2.0359
C 2.7183 0.1503 0.7331
O 0.4799 0.6954 1.5671
H -1.5353 -2.9834 2.1485
H -2.3728 2.9787 -0.4844
H 0.1979 -2.3402 -2.0151
C -1.9926 3.0498 -1.4197
S 0.2197 -2.6402 0.6953
H -1.5053 0.9492 -2.0347
C 1.8907 1.0620 1.5701
H -1.8842 -1.7586 1.0880
H -0.3929 2.1398 -2.6893
C -1.5468 -2.7021 1.1870
H -1.5060 3.9872 -1.6048
O 0.0199 1.5661 -0.7521
```

The HOMO-LUMO gap comes out at 9.25 eV. Its multiplicity is 1. The SMILES is [H]/N=C(/P(=O)(OCC)OCC)S(C)(=O)=O. The value obtained for the energy is -38299.13608 eV.



Record 4
Computed, not measured: C47H46GaN5O2P2S2Te as an isolated structure in a non-equilibrium geometry, with wB97M-V/def2-TZVPD.

```
106
C47H46GaN5O2P2S2Te, DFT wB97M-V/def2-TZVPD
C 6.0494 -3.0693 0.6398
H 6.8737 -4.9497 0.3237
H 3.6779 3.8743 -4.3205
C 1.3400 -6.3639 -1.8832
C 3.6579 -4.0275 -0.2835
H 3.9854 -0.3364 -0.7117
H 2.0644 -2.6399 1.5906
C 1.5872 -1.9876 0.9228
H 0.3185 -1.6925 3.1845
C 3.3253 4.3642 -1.0025
C 3.7340 -2.6962 0.0278
H -4.8689 2.2391 1.5954
H 2.7111 -4.5233 -0.7052
H 2.7033 0.1336 0.5933
C 1.4482 -0.2301 -2.9640
C 1.0926 -5.2306 -2.5401
C 2.9293 2.4612 -2.9508
H 1.2919 -5.1415 -3.6345
C 3.6264 4.6847 -2.3208
H 2.8524 -2.4458 -5.0989
H -5.8893 3.2407 2.7701
P -0.0775 -2.5656 0.3901
O 0.6101 0.7445 -0.2792
C -4.2550 4.2556 -2.2536
H 3.2347 -1.4100 -2.7894
S -3.7136 5.6236 -1.3075
H 0.8165 3.1036 2.6606
H -1.8874 4.3737 1.4429
C -0.8553 -3.0404 2.0256
C -1.3488 -2.6939 4.3514
C 0.6748 -5.3359 0.2060
H -0.3351 0.7578 -3.1503
Ga -1.9676 1.5767 -0.2048
C -2.4284 4.7432 4.3630
C 0.3500 -4.1405 -0.4241
C 4.7758 -4.8799 -0.2820
H 2.3783 2.9089 0.2869
C -2.6732 -4.2802 3.0540
H -2.1301 -4.4317 1.0262
C -3.7223 3.1037 -1.8211
C 0.2911 0.0665 -3.7032
C 4.9316 -2.2799 0.6164
H -1.9665 6.0246 0.7565
H -2.8716 -2.3053 -2.3358
H 0.4623 -5.4249 1.2359
C -5.0391 2.5915 2.5922
H -2.7028 5.8226 6.2302
C 0.0901 2.3621 2.9644
C 1.0028 -1.4912 -5.4408
H 1.8195 -7.2890 -2.3709
H -5.5385 1.7695 -3.7841
N -2.8050 3.2821 -0.7661
H -3.5963 -4.9859 2.8664
C -2.4422 -3.6152 4.2204
C -3.6214 4.2843 3.8226
H -0.9577 -0.5216 -5.3967
H 5.0470 -1.2334 0.8191
O -0.1954 1.7966 -0.8849
H 2.8618 1.5954 -3.6799
C -0.5737 -2.4216 3.2410
H 0.0094 1.6632 2.1291
H -1.7540 -1.4038 -1.3529
H 7.0073 -2.7867 1.2034
C 2.5589 2.1688 -1.6669
H -4.4935 4.8139 3.9559
H 3.5229 5.0104 -0.1753
H 4.7264 -5.9522 -0.7158
C 2.7596 3.0827 -0.6642
N -2.5321 -1.4458 -1.9978
C -4.7209 1.2715 -3.2819
C -1.8838 -4.0001 1.9531
P 1.8162 0.5511 -1.3274
H -1.0669 -2.2537 5.2996
H 0.3703 -3.2223 -2.3948
C 2.4044 -1.1454 -3.4600
C -1.2791 2.8965 3.2492
H -4.8850 4.4173 -3.1282
C -3.9522 1.7801 -2.3067
H -1.4821 6.5544 5.0154
H -0.2805 4.4097 4.3091
H 0.3108 1.7108 3.8367
C -3.7411 3.1132 3.0987
C 0.0305 -0.6428 -4.8749
N -3.0213 0.8472 -1.8045
C -3.2623 -0.3617 -2.2748
C 2.9357 -0.4275 -0.3251
H -3.1327 6.7591 4.8121
C -2.7828 4.5329 -0.3404
C 1.0740 -6.4632 -0.5196
H -3.1027 -3.8048 5.0787
C 3.5175 3.6767 -3.3008
H 1.4251 -0.9989 1.5008
H -5.3050 1.6892 3.1864
N 2.5574 -1.8257 -0.2066
S -4.6238 -0.4234 -3.3928
H 1.3185 -7.3918 -0.0310
H 4.0806 5.6974 -2.4822
C 2.1752 -1.7153 -4.7417
C -1.2842 4.0605 4.0078
C -2.4084 5.9965 5.1632
C -2.5238 2.4376 2.8114
N -2.0884 5.0148 0.7004
H 0.9071 -2.0166 -6.3802
Te -2.6610 0.4812 1.9261
C 5.9786 -4.3593 0.2022
C 0.6282 -4.0991 -1.8227
```

As for the charge: +2. The HOMO-LUMO gap comes out at 7.82 eV. Its multiplicity is 1. For the energy relative to the best compared isomer or geometry (same formula, charge and spin), the calculation gives 0.0 kcal/mol. The value obtained for the energy is -160933.91412 eV.



Record 5
Computed, not measured: a 2-piece molecular cluster, CH6N2S overall in a non-equilibrium geometry, with wB97M-V/def2-TZVPD.

```
10
CH6N2S, DFT wB97M-V/def2-TZVPD
N 1.4306 -0.7307 -0.0134
S -2.2832 -0.5920 -0.0521
H -2.4509 -0.3766 1.2790
H 0.7352 0.5239 -1.6010
H -0.5187 0.9216 1.1387
H -0.6348 1.9063 -0.3781
C -0.2906 0.9761 0.0711
H 1.0803 -1.5846 -0.1494
N 0.7682 0.4336 -0.5548
H 2.2817 -0.7514 -0.4879
```

The HOMO-LUMO gap comes out at 8.39 eV. Its multiplicity is 1. For the energy relative to the best compared isomer or geometry (same formula, charge and spin), the calculation gives 63.2 kcal/mol. The value obtained for the energy is -14946.84510 eV.



Record 6
Computed, not measured: C21H18AlCl2F5NO2Se2 as an isolated structure, with wB97M-V/def2-TZVPD.

```
52
C21H18AlCl2F5NO2Se2, DFT wB97M-V/def2-TZVPD
H 0.9243 -4.6418 1.6614
C 0.5663 2.0382 -4.1005
N -0.1618 0.5351 1.0081
H 0.2442 -4.1143 4.2320
H -0.6306 -4.4705 -0.2811
H -0.6186 -2.6509 4.7403
C -2.0778 1.4351 -0.1569
C 0.2865 -3.8852 -0.2056
Cl 4.0820 1.2901 -3.1927
H 2.8566 -0.4250 -4.2434
C 0.0981 0.8306 3.3719
H -2.3125 -1.2775 -1.7013
O 2.0860 -0.7235 0.7195
H -1.4388 1.9318 4.3622
H 1.0665 -4.4121 -0.7545
C 0.5489 1.0027 -3.1850
Al 0.8924 -0.2044 -0.4635
H -2.5004 -2.9806 -1.2439
H -2.1562 -1.7575 0.0186
H -3.8135 2.2898 -1.0261
C 0.5108 0.3434 2.1323
H -3.4213 2.8452 3.2001
F 0.2048 -0.2233 -3.6380
C 1.2066 2.4545 -1.4659
H -4.6852 3.1878 1.1106
Cl 3.1976 -1.2882 -2.0766
C -3.7523 2.6417 1.1032
C -1.9853 -2.0524 -1.0120
C -1.3435 1.2288 1.0288
C 0.6997 -3.6645 1.2316
H 4.5619 -0.8832 -3.9287
C -3.2553 2.1277 -0.1136
C 3.6825 -0.3827 -3.5425
Se -0.0879 -2.3338 -1.3615
F 1.5422 2.6750 -0.1792
H -1.6953 1.0644 -1.0987
C 0.9137 3.3095 -3.6669
F 0.9374 4.3150 -4.5240
C -1.8320 1.7416 2.2513
H 1.5954 -3.0502 1.3034
H 1.0178 -2.5091 4.0455
F 1.5744 4.7420 -1.9254
C -1.0747 1.5302 3.4246
O 2.4030 -0.8460 2.9368
F 0.2580 1.8329 -5.3765
C 0.8677 1.1690 -1.8505
C 1.7848 -0.4670 1.9830
C 0.0821 -3.0616 4.0173
H 0.7163 0.6382 4.2364
Se -0.7477 -2.8754 2.2718
C 1.2369 3.5268 -2.3362
C -3.0549 2.4534 2.2601
```

As for the charge: +1. The HOMO-LUMO gap comes out at 7.47 eV. Its multiplicity is 1. For the energy relative to the best compared isomer or geometry (same formula, charge and spin), the calculation gives 2.3 kcal/mol. The value obtained for the energy is -203573.67348 eV.



What did the fifth record say?
Computed, not measured: a 2-piece molecular cluster, CH6N2S overall in a non-equilibrium geometry, with wB97M-V/def2-TZVPD.

```
10
CH6N2S, DFT wB97M-V/def2-TZVPD
N 1.4306 -0.7307 -0.0134
S -2.2832 -0.5920 -0.0521
H -2.4509 -0.3766 1.2790
H 0.7352 0.5239 -1.6010
H -0.5187 0.9216 1.1387
H -0.6348 1.9063 -0.3781
C -0.2906 0.9761 0.0711
H 1.0803 -1.5846 -0.1494
N 0.7682 0.4336 -0.5548
H 2.2817 -0.7514 -0.4879
```

The HOMO-LUMO gap comes out at 8.39 eV. Its multiplicity is 1. For the energy relative to the best compared isomer or geometry (same formula, charge and spin), the calculation gives 63.2 kcal/mol. The value obtained for the energy is -14946.84510 eV.



- What is the multiplicity in the second record?
  1



- What is the formula in the second record?
  C7H9N



- Among the records above, which one has the lowest energy?
  C21H18AlCl2F5NO2Se2